The following is a DFT calculation (wB97M-V/def2-TZVPD) of a 2-piece molecular cluster, C6H12O overall.

```
19
Properties=species:S:1:pos:R:3
C -0.326 0.074 1.234
C -0.517 0.761 -0.079
C -0.069 2.075 -0.238
C 0.421 2.924 0.877
C -1.345 0.524 -2.389
C -1.167 0.055 -1.119
H -0.947 0.553 1.999
H 0.713 0.066 1.564
H -0.661 -0.950 1.148
H 0.134 2.503 -1.217
H 1.285 2.426 1.329
H -0.346 3.100 1.631
H 0.756 3.894 0.511
H -0.803 1.376 -2.770
H -2.006 -0.042 -3.037
H -1.611 -0.890 -0.845
H 2.053 -4.588 0.423
H 1.679 -5.885 1.198
O 2.304 -5.147 1.179
```

Properties
LUMO level (spin up / spin down) = -0.19921 / -0.27603 hartree
Charge = +1
DFT total energy = -8454.6562 eV
Energy relative to the best compared isomer or geometry (same formula, charge and spin) = 9.0 kcal per mole
HOMO (spin up / spin down) = -0.50019 / -0.50019 Eh
Gap between HOMO and LUMO (spin up / spin down) = 8.190 / 6.100 eV
Spin multiplicity = 2
Expectation value of S² = 0.781

***

The following is a DFT calculation (wB97M-V/def2-TZVPD) of a 2-piece molecular cluster, C3H8BNOS overall.

```
15
Properties=species:S:1:pos:R:3
B 2.471 -0.681 -0.274
C -1.573 -0.826 0.617
C -0.421 1.226 -0.296
C -0.619 0.153 0.739
N 1.259 -1.183 -0.121
O -1.384 2.251 -0.183
S -2.567 -1.024 -0.717
H 3.274 -1.406 -0.755
H 2.801 0.399 0.025
H -1.714 -1.528 1.429
H 0.549 1.705 -0.153
H -0.448 0.774 -1.300
H -0.129 0.286 1.691
H 0.746 -2.024 -0.291
H -2.244 1.879 -0.411
```

Properties
LUMO level (spin up / spin down) = -0.10299 / -0.10314 hartree
Charge = 0
DFT total energy = -18286.0503 eV
Energy relative to the best compared isomer or geometry (same formula, charge and spin) = 42.7 kcal per mole
HOMO (spin up / spin down) = -0.33145 / -0.33182 Eh
Gap between HOMO and LUMO (spin up / spin down) = 6.217 / 6.223 eV

***

- What is the charge in the second record?
  0